The following is a quantum chemistry calculation of 9 unconnected molecules or ions with the total composition C48H123N9O15, from the Open Molecules 2025 dataset.

Geometry as XYZ:
```
195
Properties=species:S:1:pos:R:3:forces:R:3
C 2.6877 3.8222 -3.5355 -1.09 -0.74 -0.90
O 3.1658 4.7738 -4.4616 0.12 0.17 0.23
C 2.1812 5.7416 -4.7322 0.34 0.96 0.11
C 2.5969 6.6601 -5.8789 0.51 0.03 0.27
C 3.9133 7.3790 -5.5866 0.30 -0.31 0.04
N 1.5430 7.6855 -6.0346 0.18 -1.00 -0.38
H 2.1679 3.0572 -4.1337 0.20 -0.32 0.21
H 1.8807 4.1921 -2.8936 0.43 0.42 0.32
H 3.4785 3.3487 -2.9626 0.18 0.24 -0.03
H 1.1941 5.3045 -4.9287 0.05 -0.25 -0.11
H 2.0911 6.4027 -3.8595 -0.27 -0.08 0.13
H 2.7737 6.0433 -6.7698 -0.39 0.03 -0.11
H 3.9421 8.3746 -6.0301 -0.19 0.04 0.06
H 4.7559 6.8362 -6.0175 0.01 -0.10 0.20
H 4.0694 7.4575 -4.5099 0.06 0.18 -0.03
H 1.7923 8.1623 -6.8964 -0.33 0.28 0.09
H 0.6928 7.1613 -6.2386 -0.16 0.39 -0.08
C -3.5957 1.1175 5.8037 0.78 -0.18 -0.75
O -3.3361 1.8133 4.5988 -0.30 0.82 0.24
C -3.3414 1.0433 3.4136 0.00 0.11 0.51
C -2.2598 1.5457 2.4764 0.28 1.16 -1.50
C -2.6793 2.8596 1.7818 -0.58 0.31 0.77
N -1.9528 0.5698 1.4481 0.40 -1.45 -0.06
H -2.7429 0.4345 5.9070 -0.27 -0.23 0.62
H -4.5326 0.5521 5.8108 -0.05 0.06 -0.16
H -3.6079 1.8531 6.6027 0.04 -0.03 0.05
H -3.1773 -0.0089 3.6743 -0.02 -0.04 -0.30
H -4.3233 1.2008 2.9471 0.02 -0.48 -0.18
H -1.3455 1.8001 3.0231 -0.06 -0.49 0.31
H -2.7507 3.6890 2.4941 -0.10 -0.06 -0.01
H -3.6716 2.7055 1.3485 0.05 0.10 -0.15
H -1.9961 3.1787 0.9945 0.17 -0.27 0.01
H -2.7175 0.3952 0.7940 -0.23 0.38 0.55
H -1.2022 0.8343 0.8162 -0.23 0.28 0.45
C 6.3252 1.2248 1.9348 -0.97 -0.50 0.65
O 6.7774 2.4689 1.5119 0.59 0.53 -0.07
C 6.2675 2.8444 0.2172 0.06 -0.60 1.94
C 6.6806 4.2547 -0.1311 0.48 -0.24 -1.78
C 5.9114 4.6465 -1.3888 -0.76 0.61 -0.13
N 8.0990 4.4156 -0.4691 0.19 0.00 0.84
H 6.2672 1.1533 3.0250 0.68 0.36 0.06
H 6.9154 0.3772 1.5744 0.03 0.06 -0.24
H 5.2605 1.0715 1.7005 0.18 -0.01 -0.59
H 6.6618 2.1200 -0.5063 -0.27 0.17 -0.32
H 5.1875 2.7346 0.3766 -0.13 0.20 -0.83
H 6.4923 5.0016 0.6388 -0.35 -0.42 0.32
H 5.9029 5.7359 -1.4372 -0.15 -0.03 -0.22
H 4.8816 4.2814 -1.3784 -0.06 0.23 0.25
H 6.3019 4.2948 -2.3466 0.49 -0.20 0.28
H 8.6456 4.1383 0.3403 0.19 0.01 -0.16
H 8.3851 3.8424 -1.2532 -0.16 -0.12 0.01
C -1.1718 -5.5079 -2.4533 -1.23 -0.93 -1.96
O -1.9558 -5.7035 -1.3025 0.91 0.85 0.37
C -1.4836 -4.9083 -0.2188 -0.53 -0.58 1.12
C -0.5062 -5.5990 0.7291 0.12 0.30 0.54
N -0.9814 -6.8136 1.3762 -0.88 0.04 -0.59
C -1.2693 -7.9612 0.5261 0.45 -0.11 0.15
C -0.0599 -8.3892 -0.3030 -0.76 -0.11 -0.93
O 1.0607 -8.6258 0.5080 0.08 0.05 -0.04
C 2.1528 -9.2223 -0.1869 -1.03 -0.29 0.85
H -0.0837 -5.4945 -2.3795 -0.04 0.15 0.59
H -1.5373 -4.6798 -3.0781 0.38 0.57 0.59
H -1.4647 -6.3313 -3.1206 0.45 -0.27 0.21
H -2.3341 -4.6927 0.4351 -0.28 0.03 -0.37
H -1.0639 -3.9516 -0.5408 0.05 -0.04 -0.23
H -0.4718 -4.9189 1.5877 0.45 0.27 -0.29
H 0.5069 -5.6600 0.3022 -0.02 -0.17 -0.11
H -0.3640 -7.0366 2.1385 -0.01 -0.15 0.00
H -2.1074 -7.7451 -0.1331 0.21 0.28 -0.24
H -1.6680 -8.7829 1.1261 0.48 -0.04 0.31
H 0.1326 -7.6344 -1.0792 0.29 0.32 0.27
H -0.3206 -9.2609 -0.9245 0.06 -0.32 0.37
H 2.6597 -8.5071 -0.8349 0.08 -0.09 -0.12
H 1.7531 -10.0891 -0.7216 0.32 0.07 -0.41
H 2.7910 -9.6100 0.6056 0.38 0.18 -0.21
C 2.1076 -3.3280 2.1565 -0.52 0.02 1.01
O 2.4587 -2.0060 1.8297 -0.07 0.04 -0.99
C 1.8021 -1.0475 2.6250 0.76 0.91 0.21
C 2.2432 0.3865 2.2988 -0.59 0.52 0.19
N 1.5208 1.1029 1.2497 0.47 -0.94 -1.16
C 1.5741 0.3405 -0.0019 0.37 -0.40 -0.82
C 0.9649 1.1292 -1.1430 -1.06 -0.16 1.31
O -0.4613 1.1847 -0.8665 0.96 0.03 -1.19
C -1.0805 2.0020 -1.8332 -0.31 0.74 -0.03
H 2.4976 -4.0442 1.4377 0.29 0.17 0.09
H 1.0237 -3.4990 2.1962 0.02 0.30 -0.13
H 2.4697 -3.5245 3.1737 0.15 -0.41 -0.13
H 2.1441 -1.1649 3.6626 -0.54 -0.46 0.16
H 0.7126 -1.0702 2.5084 -0.07 -0.39 0.26
H 3.3098 0.4532 2.0765 -0.02 -0.28 -0.08
H 2.1036 0.9734 3.2105 0.00 -0.08 0.08
H 0.5234 1.1617 1.4137 0.08 0.15 0.80
H 1.0954 -0.6506 0.0448 -0.55 0.29 0.27
H 2.5749 0.0001 -0.2985 0.32 0.72 0.34
H 1.0766 0.6187 -2.1016 0.47 0.48 -0.02
H 1.3024 2.1675 -1.0919 0.44 -0.07 -0.45
H -0.8692 3.0708 -1.6775 -0.18 -0.04 0.42
H -2.1509 1.8162 -1.7702 -0.01 0.13 -0.08
H -0.7298 1.8649 -2.8654 0.00 -0.72 0.09
C 1.8317 -7.2506 3.2283 -0.09 -0.45 -0.05
O 1.2121 -6.1368 3.8544 0.40 -0.28 -0.08
C 1.7135 -5.8779 5.1462 0.99 0.82 -0.17
C 0.9811 -4.6580 5.6631 -1.59 -0.25 0.60
N 1.0701 -4.5060 7.1266 1.12 0.07 -1.61
C 0.1922 -3.4305 7.5888 0.25 -1.92 0.83
C 0.4961 -3.1845 9.0942 0.53 0.95 -0.91
O -0.6154 -3.1432 9.9357 -0.33 0.60 0.31
C -0.7987 -4.2419 10.7867 -0.30 -0.71 -0.33
H 2.6984 -7.6579 3.7566 -0.08 0.25 0.37
H 2.1912 -7.0246 2.2247 -0.29 0.31 -0.06
H 1.0881 -8.0454 3.1545 0.14 -0.17 -0.11
H 2.7935 -5.6747 5.0781 -0.02 0.09 -0.01
H 1.6586 -6.7399 5.8260 -0.54 -0.01 -0.06
H -0.0868 -4.8217 5.4233 0.05 -0.12 -0.24
H 1.1863 -3.7245 5.1382 0.67 -0.07 0.08
H 0.8346 -5.4371 7.4492 -0.33 0.34 0.78
H -0.8449 -3.7412 7.4019 -0.20 0.50 0.27
H 0.4261 -2.5417 7.0078 -0.10 0.01 -0.05
H 0.9888 -2.2044 9.0384 -0.35 0.18 0.76
H 1.2886 -3.8189 9.5005 -0.24 -0.51 -0.32
H -1.5310 -3.9963 11.5532 0.18 0.34 0.08
H 0.1343 -4.5818 11.2446 0.04 0.14 0.09
H -1.2394 -5.0941 10.2509 0.17 -0.06 -0.12
C -4.0491 -3.2342 -2.8836 0.50 0.96 -0.16
O -4.6315 -2.2685 -2.0214 -0.05 -0.36 0.35
C -3.8677 -2.0849 -0.8553 0.53 0.38 0.92
C -4.5615 -1.1533 0.1220 -1.53 -0.72 -0.08
N -4.5488 0.2933 -0.1607 -0.92 0.14 -0.50
C -4.6780 0.6663 -1.5767 0.51 -0.59 -0.70
C -6.0603 0.4513 -2.1791 0.34 0.21 0.11
O -6.9255 1.4969 -1.7582 -0.75 -0.08 0.27
C -6.8539 2.6707 -2.5031 0.19 0.50 -1.61
H -2.9907 -2.9716 -3.0218 -0.06 0.08 -0.33
H -4.6005 -3.0823 -3.8080 0.19 -0.57 -0.19
H -4.0214 -4.2674 -2.5254 -0.59 0.05 0.23
H -2.8688 -1.6770 -1.0776 0.05 -0.15 -0.25
H -3.7273 -3.0416 -0.3399 0.05 -0.04 -0.07
H -4.2822 -1.3235 1.1642 0.83 0.13 -0.19
H -5.5960 -1.5369 0.1694 -0.07 0.15 -0.36
H -5.4631 0.5932 0.1780 0.41 0.41 0.67
H -3.9564 0.1042 -2.1748 0.05 0.01 0.10
H -4.4339 1.7215 -1.7325 0.11 0.04 0.39
H -6.4837 -0.4828 -1.8150 -0.10 0.00 -0.13
H -5.9714 0.4058 -3.2697 -0.21 0.02 -0.03
H -5.8454 2.8335 -2.9051 0.19 0.39 0.62
H -7.2628 3.5360 -1.9854 0.44 -0.15 0.63
H -7.4248 2.7110 -3.4497 -0.37 -0.88 0.19
C 1.0301 -1.3459 -5.0950 0.51 0.69 0.68
O 0.0458 -1.8025 -4.1945 0.00 -0.51 -0.38
C 0.3719 -1.7785 -2.8244 -0.23 0.45 0.91
C 1.7986 -2.0763 -2.4047 0.02 -0.55 -0.15
N 2.1065 -3.4930 -2.6018 -0.67 0.29 1.27
C 3.4506 -3.9337 -2.2004 -0.52 0.18 -1.97
C 4.0283 -3.2955 -0.9556 -0.47 -0.97 -0.62
O 4.4242 -1.9821 -1.3012 0.01 -0.70 1.41
C 5.1544 -1.3860 -0.2458 0.65 0.73 -0.05
H 1.7526 -2.1274 -5.3470 -0.31 -0.18 -0.48
H 1.6715 -0.5566 -4.6779 -0.28 0.11 0.21
H 0.5184 -0.8763 -5.9301 0.05 -0.48 -0.34
H -0.2408 -2.5149 -2.2989 -0.17 -0.23 -0.38
H 0.0268 -0.8219 -2.4009 0.27 -0.16 -0.17
H 1.8326 -1.8942 -1.3277 0.07 0.09 -0.15
H 2.5514 -1.4263 -2.8667 -0.13 0.17 -0.02
H 1.8153 -3.8205 -3.5097 0.30 -0.04 -0.12
H 4.0893 -3.6747 -3.0597 0.63 -0.11 0.42
H 3.4018 -5.0247 -2.1860 0.25 0.00 0.51
H 4.8878 -3.9037 -0.6517 0.25 0.16 -0.08
H 3.3226 -3.3874 -0.1202 -0.01 0.67 -0.20
H 5.7467 -0.6451 -0.7837 0.09 0.33 0.57
H 5.8376 -2.0339 0.3203 0.07 -0.52 -0.66
H 4.5791 -0.9498 0.5795 -0.54 0.15 -0.56
C -1.7603 5.8002 -3.9218 -0.65 -0.69 -0.63
O -2.2466 5.4788 -2.6426 0.41 0.37 0.57
C -3.5382 4.9067 -2.6566 -0.34 0.34 -1.08
C -4.1403 4.9374 -1.2613 0.22 -0.24 0.09
N -4.0439 6.2346 -0.6034 0.50 -0.27 -0.06
C -4.8143 7.3042 -1.2130 0.06 -0.08 -0.16
C -4.4633 8.6369 -0.5751 -0.56 0.49 1.16
O -4.8613 9.7582 -1.3542 0.87 -0.41 0.46
C -3.8410 10.1841 -2.2132 -0.04 0.83 -1.77
H -2.5251 6.3669 -4.4658 0.14 0.17 -0.08
H -1.5893 4.8741 -4.4908 0.03 0.02 -0.07
H -0.8231 6.3505 -3.9197 -0.06 0.12 0.58
H -3.4900 3.9146 -3.1286 -0.03 -0.27 0.46
H -4.1877 5.4679 -3.3483 0.12 0.23 0.05
H -3.5886 4.2113 -0.6590 -0.18 0.01 0.19
H -5.1861 4.6329 -1.3126 0.04 -0.12 0.00
H -3.0535 6.4543 -0.6746 -0.09 0.36 0.21
H -5.8761 7.1409 -1.0111 -0.01 -0.19 -0.14
H -4.7054 7.3521 -2.3056 0.12 0.20 0.00
H -3.4398 8.7502 -0.1990 0.36 -0.27 -0.78
H -4.9951 8.7212 0.3792 -0.37 -0.07 -0.21
H -3.8677 9.6942 -3.1996 -0.15 -0.34 0.20
H -2.7939 10.1149 -1.9035 -0.24 -0.24 0.78
H -4.0202 11.2340 -2.4639 -0.06 0.01 0.27
```
Positions in Å, forces in eV/Å.

The calculation puts the strongest force on any atom at 2.490 eV/Å. As for the HOMO-LUMO gap: 8.66 eV. The charge is 0. Its energy above the lowest of the compared OMol25 structures with the same formula, charge and spin is 326.75 kJ/mol. The value obtained for the electronic energy is -95881.5132 eV. For the highest occupied orbital energy, the calculation gives -8.2 eV. The structure (SMILES) is COC[C@H](C)N.COC[C@H](C)N.COC[C@H](C)N.COCCNCCOC.COCCNCCOC.COCCNCCOC.COCCNCCOC.COCCNCCOC.COCCNCCOC.